No. 1
Density functional theory data (wB97M-V/def2-TZVPD) for a cluster of 2 separate species, C7H14 in total in a non-equilibrium geometry.

Last column: Löwdin charge in e.
Geometry (Å):
C -1.538 -2.243 -0.297  -0.1185
C -0.403 -1.399 -0.927  -0.2143
C 0.355 -0.955 0.416  -0.2413
C 1.333 0.240 0.235  -0.2046
C 0.267 2.065 -1.091  -0.0336
C 0.643 1.578 0.160  -0.5511
C 0.438 2.277 1.402  0.1247
H -1.956 -2.967 -0.982  0.0616
H -1.040 -2.842 0.554  0.0970
H -2.278 -1.666 0.086  0.0263
H 0.308 -1.933 -1.607  0.1190
H -0.805 -0.601 -1.426  0.0511
H -0.439 -0.694 1.149  0.0582
H 0.825 -1.896 0.781  0.1091
H 1.766 0.073 -0.761  0.1039
H 2.122 0.367 1.111  0.1399
H 0.929 1.745 -1.939  0.0598
H -0.403 2.876 -1.392  0.0447
H 0.911 1.758 2.284  0.0856
H -1.140 0.941 0.880  0.2358
H 0.105 3.275 1.365  0.0467

HOMO energy   -0.2650 hartree
HOMO-LUMO gap   6.11 eV
2S+1   1

=====

No. 2
Density functional theory data (wB97M-V/def2-TZVPD) for an isolated molecule of CH3IOS2 in a non-equilibrium geometry.

Last column: Löwdin charge in e.
Geometry (Å):
S 2.220 1.451 -0.116  0.3669
S 1.062 0.467 1.249  0.3986
O 0.501 -0.900 0.556  -0.7125
C -0.791 -0.838 -0.261  -0.6813
I -2.294 0.440 0.524  0.7697
H 1.115 2.060 -0.473  -0.2311
H -1.253 -1.956 -0.247  0.1042
H -0.560 -0.725 -1.231  -0.0145

HOMO energy   -0.3334 hartree
HOMO-LUMO gap   9.32 eV
2S+1   1

=====

No. 3
Density functional theory data (wB97M-V/def2-TZVPD) for a cluster of 2 separate species, C4H12 in total in a non-equilibrium geometry.

Last column: Löwdin spin population.
Geometry (Å):
C 0.951 2.001 1.235  0.3092
C 1.874 0.842 1.447  0.3182
H -0.071 1.880 1.587  0.0165
H 1.446 2.929 1.518  0.0034
H 0.951 1.971 0.066  0.1640
H 1.471 -0.094 1.065  0.0030
H 1.857 0.848 2.596  0.1637
H 2.938 0.891 1.199  0.0191
C -2.148 -1.627 -1.349  0.0006
C -0.683 -1.185 -1.350  0.0011
H -2.779 -0.869 -0.893  0.0002
H -2.470 -1.822 -2.378  0.0001
H -2.327 -2.577 -0.857  0.0001
H -0.359 -0.637 -2.234  0.0000
H -0.001 -2.028 -1.274  0.0003
H -0.534 -0.544 -0.464  0.0004

HOMO energy (alpha / beta)   -0.5400 / -0.5400 hartree
Charge   +1
HOMO-LUMO gap (alpha / beta)   11.04 / 3.30 eV
2S+1   2

=====

No. 4
Density functional theory data (wB97M-V/def2-TZVPD) for an isolated molecule of C20H20IO4P.

Last column: Löwdin charge in e.
Geometry (Å):
C 1.608 -4.448 2.083  -0.1514
C 2.701 -3.683 1.321  -0.3304
C 2.229 -2.655 0.286  -0.6202
I 0.965 -3.694 -1.129  0.9441
C 1.511 -1.447 0.845  -0.1918
C 1.319 -1.315 2.214  0.0316
C 0.626 -0.240 2.772  -0.1649
C 0.453 -0.162 4.269  -0.1529
O 1.652 -0.439 4.979  -0.1415
O 2.551 0.629 4.658  -0.0108
C 0.090 0.730 1.948  0.0553
C 0.282 0.634 0.572  -0.0532
C 1.008 -0.422 0.028  -0.0619
C 1.284 -0.351 -1.434  -0.3317
O 2.289 -0.820 -1.928  0.0639
C 0.285 0.372 -2.278  -0.0814
C 0.190 0.039 -3.620  -0.0031
C -0.708 0.721 -4.422  -0.0477
C -1.489 1.740 -3.890  -0.0789
C -1.406 2.107 -2.542  -0.3034
P -2.372 3.539 -1.922  0.9345
C -3.362 2.767 -0.560  -0.2781
C -3.680 3.688 -3.211  -0.3285
C -0.505 1.393 -1.734  -0.0922
C -0.316 1.706 -0.293  -0.2799
O -0.660 2.764 0.196  0.0552
H 0.643 -3.941 2.046  0.0592
H 1.869 -4.561 3.138  0.0747
H 1.481 -5.448 1.673  0.0611
H 3.367 -3.166 2.019  0.1088
H 3.307 -4.400 0.768  0.0965
H 3.105 -2.324 -0.265  0.0860
H 1.695 -2.058 2.904  0.1134
H 0.094 0.833 4.545  0.1278
H -0.237 -0.926 4.631  0.1406
H 3.297 0.149 4.273  0.1018
H -0.452 1.568 2.365  0.1308
H 0.817 -0.745 -4.022  0.1221
H -0.792 0.467 -5.472  0.1101
H -2.160 2.273 -4.550  0.0860
H -3.030 3.171 0.392  0.0235
H -4.407 3.035 -0.714  0.0303
H -3.268 1.680 -0.561  0.0460
H -3.326 4.321 -4.025  0.0320
H -4.021 2.732 -3.613  0.0383
H -4.526 4.190 -2.740  0.0304

HOMO energy   -0.3041 hartree
HOMO-LUMO gap   7.32 eV
2S+1   1

=====

No. 5
Density functional theory data (wB97M-V/def2-TZVPD) for a structure of composition C19H23N6O2S3Ti in a non-equilibrium geometry.

Last column: Löwdin charge in e.
Geometry (Å):
Ti -0.495 -0.820 0.281  1.0209
C -3.508 -2.974 2.090  0.0078
C -2.691 -1.749 1.887  -0.3756
O -1.511 -1.968 1.310  -0.1730
C -3.050 -0.506 2.307  0.0267
C -2.123 0.589 2.355  -0.2758
C -2.339 1.756 3.261  0.0062
N -1.043 0.511 1.643  -0.1481
N 0.027 1.390 1.858  0.1043
C 1.120 0.702 1.684  -0.4105
O 1.074 -0.577 1.345  -0.1299
C 2.437 1.357 1.768  -0.1662
C 2.546 2.695 2.146  -0.0386
C 3.789 3.303 2.149  -0.0675
C 4.919 2.580 1.777  -0.0638
C 4.810 1.249 1.405  -0.0525
C 3.566 0.633 1.399  -0.0124
H -3.731 -3.443 1.131  0.0834
H -2.934 -3.694 2.675  0.1044
H -4.440 -2.751 2.603  0.0924
H -3.999 -0.391 2.809  0.1225
H -3.319 1.706 3.727  0.0877
H -1.573 1.772 4.036  0.0993
H -2.240 2.683 2.697  0.0958
H 1.663 3.245 2.446  0.1162
H 3.883 4.338 2.448  0.1095
H 5.889 3.059 1.783  0.1106
H 5.688 0.689 1.115  0.1133
H 3.463 -0.398 1.094  0.1137
S -1.529 1.164 -1.193  0.6883
C -0.090 1.956 -1.663  -1.0740
N 0.806 2.446 -0.842  -0.0160
C 1.895 3.239 -1.415  -0.1704
C 1.928 2.886 -2.906  -0.3842
S 0.271 2.253 -3.318  0.9907
H 0.622 2.409 0.159  0.0998
H 2.831 2.981 -0.923  0.1200
H 1.682 4.296 -1.249  0.1311
H 2.647 2.096 -3.109  0.0427
H 2.150 3.754 -3.521  0.0848
S 3.349 -0.704 -2.336  0.6553
C 1.893 -0.821 -1.689  -0.8979
N 0.800 -0.887 -1.238  -0.0771
C -1.602 -3.594 -4.218  -0.0012
N -2.269 -3.590 -2.910  -0.1741
C -3.155 -4.695 -2.545  -0.0056
C -1.961 -2.667 -2.047  -0.1969
N -1.690 -1.845 -1.278  0.1010
H -2.354 -3.555 -5.004  0.0978
H -1.001 -4.497 -4.320  0.0987
H -0.957 -2.723 -4.287  0.0995
H -3.927 -4.789 -3.309  0.0990
H -3.625 -4.477 -1.591  0.0889
H -2.591 -5.624 -2.474  0.0991

HOMO energy   -0.4096 hartree
Charge   +1
HOMO-LUMO gap   7.39 eV
2S+1   1

=====

No. 6
Density functional theory data (wB97M-V/def2-TZVPD) for an isolated molecule of C16H22N4O4S in a non-equilibrium geometry.

Last column: Löwdin charge in e.
Geometry (Å):
O -1.950 0.906 -2.617  0.0457
N -2.411 0.344 -1.624  -0.3420
O -3.587 0.396 -1.328  0.0870
C -1.532 -0.384 -0.783  -0.0778
C -2.100 -1.061 0.304  0.0250
C -1.311 -1.766 1.171  -0.2606
S -2.034 -2.570 2.595  0.6819
O -3.399 -2.897 2.292  -0.2851
O -1.153 -3.618 3.023  -0.2868
N -1.926 -1.305 3.693  -0.2258
C -3.107 -0.450 3.760  -0.1930
C -3.480 -0.341 5.247  -0.1596
C -2.800 -1.559 5.870  -0.1612
C -1.518 -1.649 5.046  -0.1973
C 0.071 -1.823 0.987  -0.0324
C 0.648 -1.179 -0.073  0.0078
C -0.129 -0.442 -0.994  -0.1412
N 0.468 0.181 -2.029  0.0371
N 1.808 0.127 -2.190  0.1019
C 2.389 0.693 -3.169  -0.2827
C 3.881 0.583 -3.223  -0.1391
C 4.502 1.983 -3.228  -0.1951
C 3.939 2.811 -4.378  -0.2116
C 2.421 2.910 -4.269  -0.1898
C 1.785 1.514 -4.272  -0.1166
H -3.170 -1.031 0.442  0.1261
H -3.906 -0.919 3.183  0.1046
H -2.876 0.524 3.320  0.1189
H -3.065 0.574 5.672  0.1096
H -4.558 -0.337 5.394  0.1101
H -2.610 -1.441 6.935  0.1103
H -3.403 -2.453 5.708  0.1184
H -1.061 -2.637 5.037  0.1062
H -0.783 -0.911 5.385  0.1247
H 0.654 -2.395 1.690  0.1185
H 1.711 -1.212 -0.247  0.1047
H -0.136 0.691 -2.679  0.1079
H 4.234 0.005 -2.370  0.1139
H 4.167 0.062 -4.141  0.1219
H 5.587 1.900 -3.317  0.1093
H 4.279 2.476 -2.279  0.1175
H 4.375 3.811 -4.362  0.1099
H 4.207 2.344 -5.329  0.1149
H 2.020 3.492 -5.100  0.1117
H 2.155 3.422 -3.342  0.1202
H 0.701 1.605 -4.185  0.1031
H 2.004 1.024 -5.225  0.1290

HOMO energy   -0.3054 hartree
HOMO-LUMO gap   7.69 eV
2S+1   1

=====

No. 7
Density functional theory data (wB97M-V/def2-TZVPD) for a cluster of 2 separate species, C3H6S in total in a non-equilibrium geometry.

Last column: Löwdin charge in e.
Geometry (Å):
C 0.334 -0.894 0.554  -0.1125
C -0.895 -0.053 0.742  -0.1614
C -0.399 -0.331 -0.561  -0.0801
S 0.905 1.987 -1.711  0.2069
H 1.284 -0.361 0.778  0.1269
H 0.158 -1.892 0.712  0.0836
H -1.746 -0.493 1.021  0.0664
H -0.869 0.993 1.105  0.1322
H -0.728 -0.410 -1.585  0.0723
H 1.956 1.453 -1.053  -0.3343

HOMO energy   -0.3084 hartree
HOMO-LUMO gap   6.94 eV
2S+1   1

=====

No. 8
Density functional theory data (wB97M-V/def2-TZVPD) for a cluster of 2 separate species, C3H10O4P in total in a non-equilibrium geometry.

Last column: Löwdin charge in e.
Geometry (Å):
C -0.705 1.739 0.245  -0.3371
C 1.662 -0.068 -0.745  -0.3205
C -1.117 -1.310 -0.521  -0.3149
O 0.299 2.468 0.850  -0.0648
O 1.949 -1.405 -0.949  -0.0659
O -2.039 -0.547 -1.254  -0.0996
O 0.083 -0.245 2.383  -0.2058
P -0.007 0.035 0.060  1.3250
H -0.905 2.161 -0.746  0.1250
H -1.637 1.677 0.819  0.1265
H 1.515 0.418 -1.723  0.1319
H 2.410 0.494 -0.182  0.1234
H -0.555 -2.023 -1.139  0.1103
H -1.563 -1.824 0.339  0.1176
H 0.297 2.318 1.808  0.1124
H 2.602 -1.742 -0.325  0.1221
H -2.815 -1.072 -1.498  0.1246
H 0.529 -1.072 2.578  -0.0104

HOMO energy   -0.5554 hartree
Charge   +1
HOMO-LUMO gap   9.20 eV
2S+1   1